Density functional theory data (wB97M-V/def2-TZVPD) for C6H13N as an isolated structure.

Results
relative energy (zero: lowest compared OMol25 entry of this formula, charge and spin) = 7.533 eV
frontier orbital gap = 6.6 eV
molecular weight = 99.2 g/mol
energy = -7915.3000 eV
multiplicity = 1
total charge = 0

Last column: Mulliken charge in e.
CARTESIAN COORDINATES (ANGSTROEM)
C 2.506 -0.973 -0.922  -1.073
C 1.921 -0.779 0.501  -0.557
C 1.296 0.558 0.672  -0.406
C -0.014 0.723 0.351  0.844
C -0.899 -0.279 -0.120  -0.565
N -2.225 0.143 -0.630  -0.555
C -0.681 2.101 0.528  -1.330
H 2.979 -0.117 -1.387  0.314
H 3.234 -1.782 -0.950  0.349
H 1.741 -1.500 -1.504  0.282
H 2.732 -0.938 1.206  0.413
H 1.190 -1.561 0.735  0.339
H -4.546 -1.248 -0.195  0.041
H 1.685 1.219 1.457  0.349
H -4.112 -1.830 -0.001  -0.039
H -2.274 -0.341 -1.523  0.333
H -2.037 -0.519 0.351  0.227
H 0.100 2.851 0.656  0.375
H -1.502 2.016 1.245  0.321
H -1.096 2.256 -0.468  0.336

Density functional theory data (wB97M-V/def2-TZVPD) for an isolated molecule of C6H13N.

Results
relative energy (zero: lowest compared OMol25 entry of this formula, charge and spin) = 1.561 eV
frontier orbital gap = 8.6 eV
molecular weight = 99.2 g/mol
energy = -7921.2717 eV
multiplicity = 1
total charge = 0

Last column: Mulliken charge in e.
CARTESIAN COORDINATES (ANGSTROEM)
C 0.321 -1.588 -2.594  -1.084
C 0.361 -1.116 -1.089  -0.257
C -0.275 0.140 -0.909  -0.731
C -0.190 0.657 0.585  0.449
C -1.240 0.679 1.481  -0.172
N -1.291 1.144 2.751  -0.521
C 1.228 1.119 1.011  -1.516
H 0.842 -0.763 -3.117  0.359
H -0.798 -1.605 -2.944  0.212
H 0.512 -2.687 -2.532  0.336
H -0.147 -1.895 -0.474  0.307
H 1.438 -1.140 -0.809  0.249
H -1.358 0.213 -1.157  0.384
H 0.302 0.962 -1.443  0.241
H -2.266 0.273 1.169  0.228
H -0.286 1.205 3.244  0.240
H -1.929 0.661 3.357  0.265
H 1.215 2.216 1.029  0.321
H 1.483 0.794 2.044  0.375
H 2.079 0.729 0.397  0.314

Density functional theory data (wB97M-V/def2-TZVPD) for a 3-piece molecular cluster, C6H13N overall.

Results
relative energy (zero: lowest compared OMol25 entry of this formula, charge and spin) = 5.900 eV
frontier orbital gap (alpha / beta) = 8.1 / 8.1 eV
molecular weight = 99.2 g/mol
energy = -7916.9330 eV
multiplicity = 1
total charge = 0

Last column: Mulliken charge in e.
CARTESIAN COORDINATES (ANGSTROEM)
C -1.326 1.748 0.677  -1.393
C -0.743 0.368 0.876  0.364
N -0.846 -0.586 -0.247  -0.153
C -1.332 -1.958 -0.198  -0.822
C 0.397 -0.133 0.087  0.062
C 1.672 -0.670 0.257  -0.991
C 1.491 1.068 -1.379  -1.271
H -2.399 1.750 0.895  0.355
H -0.838 2.467 1.347  0.314
H -1.177 2.076 -0.357  0.370
H -0.850 -0.056 1.885  0.437
H -0.969 -2.489 -1.086  0.266
H -0.972 -2.476 0.700  0.335
H -2.428 -1.945 -0.223  0.285
H 2.403 -0.056 0.774  0.296
H 1.136 -1.662 1.377  0.155
H 2.041 -1.351 -0.503  0.287
H 0.794 0.945 -2.186  0.395
H 2.512 0.912 -1.765  0.386
H 1.433 2.046 -0.931  0.321

Density functional theory data (wB97M-V/def2-TZVPD) for C6H13N11Te4Ti as an isolated structure.

Results
frontier orbital gap = 6.0 eV
molecular weight = 797.5 g/mol
energy = -75112.0152 eV
multiplicity = 1
total charge = 0

Last column: Mulliken charge in e.
CARTESIAN COORDINATES (ANGSTROEM)
Ti 0.133 -0.290 -0.327  0.602
N 2.621 -0.720 2.063  -0.026
C 1.354 -1.098 2.389  0.293
N 0.962 -1.729 3.491  -0.514
N -0.337 -1.900 3.352  -0.692
N -0.754 -1.416 2.245  -0.377
N 0.296 -0.873 1.577  0.748
C 2.852 0.049 0.955  0.349
N 4.025 0.490 0.537  -0.489
N 3.767 1.157 -0.579  -0.496
N 2.526 1.149 -0.850  -0.423
N 1.869 0.456 0.107  0.439
H 3.388 -0.955 2.672  0.225
Te -0.353 1.253 -2.552  -0.250
Te -2.122 -0.823 -2.660  -0.077
Te -1.385 -2.587 -0.744  0.049
Te 1.281 -2.561 -1.273  0.027
C -5.041 1.410 -0.658  -1.657
C -4.113 1.019 0.493  1.281
C -4.454 -0.395 0.972  -1.504
C -4.212 2.018 1.652  -1.721
N -2.771 1.004 -0.112  0.110
N -1.664 0.770 0.762  -0.337
H -6.079 1.384 -0.338  0.437
H -4.905 0.709 -1.485  0.302
H -4.812 2.411 -1.019  0.418
H -5.511 -0.447 1.218  0.479
H -3.893 -0.676 1.863  0.357
H -4.253 -1.118 0.180  0.204
H -5.242 2.088 1.991  0.452
H -3.885 3.010 1.339  0.385
H -3.606 1.697 2.498  0.359
H -2.619 1.891 -0.600  0.341
H -1.926 -0.030 1.365  0.486
H -1.487 1.567 1.401  0.220

Density functional theory data (wB97M-V/def2-TZVPD) for C6H13N2 as an isolated structure.

Results
relative energy (zero: lowest compared OMol25 entry of this formula, charge and spin) = 4.483 eV
frontier orbital gap = 9.3 eV
molecular weight = 113.2 g/mol
energy = -9402.3845 eV
multiplicity = 1
total charge = +1

Last column: Mulliken charge in e.
CARTESIAN COORDINATES (ANGSTROEM)
C 2.119 -2.121 -0.057  -0.798
C 0.876 -1.908 0.356  -0.099
C 0.684 -0.789 1.295  -0.223
C 0.547 0.723 0.012  -0.011
C -0.495 1.952 -1.737  -0.820
C -1.930 0.564 -0.460  -0.777
N -0.515 1.034 -0.614  0.001
N -0.180 -0.675 2.325  -0.482
H 2.303 -3.035 -0.533  0.308
H 2.855 -1.434 0.158  0.283
H -0.071 -2.579 0.295  0.278
H 1.558 -0.471 1.714  0.464
H 1.440 1.151 -0.189  0.432
H 0.363 2.615 -1.857  0.360
H -0.431 1.612 -2.731  0.364
H -1.336 2.622 -1.520  0.281
H -2.431 1.615 -0.259  0.407
H -2.149 -0.011 -1.438  0.302
H -1.897 -0.084 0.380  0.180
H -1.083 -0.939 1.996  0.284
H -0.227 0.160 2.862  0.265

Density functional theory data (wB97M-V/def2-TZVPD) for an isolated ion of composition C6H13N2 and charge +1.

Results
relative energy (zero: lowest compared OMol25 entry of this formula, charge and spin) = 1.832 eV
frontier orbital gap = 11.1 eV
molecular weight = 113.2 g/mol
energy = -9405.0355 eV
multiplicity = 1
total charge = +1

Last column: Mulliken charge in e.
CARTESIAN COORDINATES (ANGSTROEM)
C 0.406 1.092 -0.626  0.687
C -0.897 -0.057 -2.034  -0.596
C -0.102 -0.255 0.174  0.992
C 1.210 2.140 0.027  -1.317
C 0.816 -1.442 0.080  -1.288
C -0.554 0.045 1.596  -1.576
N -0.047 1.044 -1.801  -0.524
N -1.305 -0.619 -0.668  -0.235
H -1.918 0.255 -2.530  0.357
H -0.316 -0.816 -2.568  0.374
H 1.733 2.573 -0.751  0.466
H 1.682 1.664 0.856  0.366
H 0.448 2.998 0.416  0.274
H 1.765 -0.983 0.409  0.387
H 0.929 -1.904 -0.964  0.336
H 0.597 -2.344 0.823  0.341
H -0.843 -0.812 2.182  0.452
H -1.578 0.654 1.721  0.327
H 0.240 0.481 2.102  0.378
H -2.202 -0.208 -0.318  0.427
H -1.509 -1.649 -0.848  0.370

Density functional theory data (wB97M-V/def2-TZVPD) for C6H13N2 as an isolated structure.

Results
relative energy (zero: lowest compared OMol25 entry of this formula, charge and spin) = 4.510 eV
frontier orbital gap = 9.4 eV
molecular weight = 113.2 g/mol
energy = -9402.3572 eV
multiplicity = 1
total charge = +1

Last column: Mulliken charge in e.
CARTESIAN COORDINATES (ANGSTROEM)
C -2.211 0.484 -0.446  -0.665
C -0.388 -1.078 -1.424  -0.418
C -1.576 -0.459 -1.380  0.012
C 1.446 0.444 0.467  0.105
C 1.789 1.601 -0.386  -0.947
C 0.643 -1.796 0.682  -0.913
N 0.775 -0.571 -0.088  0.004
N -1.446 0.483 0.801  -0.461
H -2.266 1.536 -0.820  0.308
H -3.185 0.313 -0.131  0.466
H 0.236 -1.675 -2.056  0.501
H -2.333 -0.828 -2.200  0.300
H 1.818 0.446 1.532  0.367
H 0.964 2.258 -0.123  0.254
H 1.754 1.377 -1.487  0.274
H 2.714 1.963 -0.018  0.409
H -0.271 -2.400 0.583  0.312
H 1.454 -2.489 0.223  0.340
H 0.720 -1.606 1.839  0.333
H -0.962 1.358 0.893  0.177
H -2.093 0.237 1.621  0.243

Density functional theory data (wB97M-V/def2-TZVPD) for a 2-piece molecular cluster, C6H13N2 overall.

Results
relative energy (zero: lowest compared OMol25 entry of this formula, charge and spin) = 2.680 eV
frontier orbital gap = 5.4 eV
molecular weight = 113.2 g/mol
energy = -9404.1879 eV
multiplicity = 1
total charge = +1

Last column: Mulliken charge in e.
CARTESIAN COORDINATES (ANGSTROEM)
C 0.270 1.576 0.352  0.368
C 0.199 1.287 -0.945  -0.698
C 0.537 3.477 1.827  -0.108
N 0.496 2.953 0.661  -0.066
H 0.081 0.976 1.224  0.177
H 0.404 2.067 -1.669  0.250
H 0.114 0.266 -1.290  0.213
H 0.635 4.552 1.878  0.266
H 0.372 2.840 2.687  0.268
H 0.516 3.587 -0.136  0.284
C 0.826 -1.592 0.884  -1.082
C 0.274 -2.153 -0.401  -0.484
C -1.025 -2.400 -0.613  0.118
N -1.569 -2.914 -1.779  -0.545
H 0.063 -1.160 1.537  0.249
H 1.423 -2.307 1.457  0.354
H 1.515 -0.777 0.656  0.288
H 0.957 -2.110 -1.250  0.341
H -1.742 -2.301 0.198  0.310
H -2.306 -3.585 -1.615  0.267
H -0.877 -3.331 -2.383  0.228

Density functional theory data (wB97M-V/def2-TZVPD) for a 2-piece molecular cluster, C6H13N2 overall.

Results
relative energy (zero: lowest compared OMol25 entry of this formula, charge and spin) = 2.146 eV
frontier orbital gap = 7.1 eV
molecular weight = 113.2 g/mol
energy = -9404.7219 eV
multiplicity = 1
total charge = +1

Last column: Mulliken charge in e.
CARTESIAN COORDINATES (ANGSTROEM)
C 1.851 0.411 -1.377  0.233
C 2.952 0.676 -2.067  -0.813
C -0.518 -0.060 -1.783  -0.017
N 0.626 0.397 -2.112  -0.010
H 1.756 0.135 -0.338  0.400
H 2.844 0.992 -3.100  0.252
H 3.955 0.644 -1.670  0.281
H -1.312 -0.038 -2.519  0.294
H -0.741 -0.399 -0.776  0.176
H 0.720 0.752 -3.058  0.282
C -1.461 0.923 1.859  -1.073
C -1.094 -0.493 1.561  0.485
C -1.968 -1.502 1.594  -0.968
N 0.298 -0.681 1.332  -0.479
H -1.214 1.589 1.024  0.246
H -0.837 1.328 2.661  0.316
H -2.502 1.047 2.139  0.372
H -1.677 -2.537 1.519  0.287
H -3.007 -1.258 1.759  0.272
H 0.851 -0.249 2.060  0.257
H 0.478 -1.677 1.292  0.208

Density functional theory data (wB97M-V/def2-TZVPD) for an isolated ion of composition C6H13N2O and charge +1.

Results
relative energy (zero: lowest compared OMol25 entry of this formula, charge and spin) = 4.376 eV
frontier orbital gap = 10.5 eV
molecular weight = 129.2 g/mol
energy = -11450.3384 eV
multiplicity = 1
total charge = +1

Last column: Mulliken charge in e.
CARTESIAN COORDINATES (ANGSTROEM)
C 0.035 0.089 -0.934  -0.621
C -1.491 -0.851 0.625  -0.520
C -0.334 -0.113 1.455  -0.593
C -1.981 -0.771 -1.920  -0.925
C 0.827 1.808 0.429  -0.897
C 2.024 -0.259 0.491  -0.619
N -1.126 -0.476 -0.772  0.211
N 0.601 0.318 0.346  0.843
O 2.854 0.323 -0.498  -0.472
H -1.249 -2.034 0.713  0.283
H -2.510 -0.738 0.907  0.412
H -0.928 0.744 1.945  0.253
H -0.013 -0.813 2.200  0.323
H -1.415 -0.664 -2.813  0.379
H -2.480 -1.827 -1.825  0.305
H -2.765 -0.105 -2.132  0.376
H 1.689 2.041 1.088  0.355
H 0.973 2.281 -0.576  0.294
H -0.107 2.431 0.611  0.393
H 1.965 -1.272 0.395  0.418
H 3.103 -0.151 -1.246  0.333
H 2.328 0.039 1.510  0.472

Density functional theory data (wB97M-V/def2-TZVPD) for an isolated ion of composition C6H13N2O and charge +1.

Results
relative energy (zero: lowest compared OMol25 entry of this formula, charge and spin) = 2.403 eV
frontier orbital gap = 10.7 eV
molecular weight = 129.2 g/mol
energy = -11452.3113 eV
multiplicity = 1
total charge = +1

Last column: Mulliken charge in e.
CARTESIAN COORDINATES (ANGSTROEM)
C -1.115 0.145 -0.276  0.103
C 0.469 0.588 0.124  0.730
C -3.361 0.019 0.237  -1.324
C 2.900 0.047 -0.018  -1.183
C 1.379 -1.414 -1.110  -0.915
C -1.977 -0.197 0.878  -0.157
N 1.475 -0.123 -0.360  0.016
N 0.775 1.687 0.797  -0.365
O -1.452 0.067 -1.397  -0.420
H -4.201 0.015 0.898  0.378
H -3.305 0.833 -0.480  0.375
H -3.549 -0.742 -0.453  0.366
H 3.066 0.157 1.090  0.354
H 3.456 -0.748 -0.461  0.474
H 3.262 0.939 -0.507  0.419
H 0.315 -1.714 -1.357  0.326
H 1.903 -1.122 -2.014  0.403
H 1.989 -2.119 -0.415  0.334
H -1.590 -1.224 1.230  0.291
H -2.017 0.610 1.618  0.337
H 0.013 2.142 1.379  0.268
H 1.565 2.152 0.599  0.190

Density functional theory data (wB97M-V/def2-TZVPD) for an isolated ion of composition C6H13N2O and charge +1.

Results
relative energy (zero: lowest compared OMol25 entry of this formula, charge and spin) = 2.402 eV
frontier orbital gap = 7.3 eV
molecular weight = 129.2 g/mol
energy = -11452.3123 eV
multiplicity = 1
total charge = +1

Last column: Mulliken charge in e.
CARTESIAN COORDINATES (ANGSTROEM)
C 2.396 0.466 0.768  -0.484
C -0.106 0.846 0.287  -0.973
C -1.287 0.056 -0.418  0.449
C -1.083 -1.271 0.089  -0.188
C 1.298 0.425 -0.048  0.584
C -2.745 0.512 -0.017  -1.800
N 3.678 0.120 0.363  -0.428
N -0.183 -2.043 -0.497  -0.170
O 1.327 -0.204 -1.296  -0.734
H 2.414 1.059 1.706  0.289
H -0.281 1.944 0.003  0.356
H -0.298 0.924 1.374  0.449
H -1.270 0.081 -1.441  0.375
H -1.422 -1.714 0.966  0.469
H -2.842 0.718 1.058  0.374
H -3.404 -0.221 -0.247  0.528
H -2.941 1.434 -0.509  0.421
H 4.444 -0.073 0.992  0.219
H 0.104 -2.913 -0.096  0.253
H 0.963 0.504 -1.965  0.443
H 0.314 -1.551 -1.337  0.355
H 3.788 -0.308 -0.585  0.212